(1)
# C8H15PSi

A cluster of 2 separate species, C8H15PSi in total in a non-equilibrium geometry (ωB97M-V with the def2-TZVPD basis set, the OMol25 dataset).

## Properties
Energy above the lowest of the compared OMol25 structures with the same formula, charge and spin, kJ/mol: 224.3
SMILES string: C[Si](C)(C)C#P.C=CC=C
Kohn-Sham gap, eV: 8.83
LUMO level, Eh: 0.01478

CARTESIAN COORDINATES (ANGSTROEM)
C -2.42884 0.62707 -1.18304
C -3.49997 0.85058 -0.20205
C 0.35221 -1.05700 0.55334
C -1.85348 -0.58183 -1.20345
C -4.13816 -0.05514 0.49015
C 2.27597 0.63097 2.18856
C 1.61883 1.13204 -0.85635
C 3.10954 -1.34396 -0.46489
Si 1.96485 -0.13863 0.48252
P -0.56999 -2.29687 0.76629
H -2.12921 1.48694 -1.64151
H -3.92834 1.80205 -0.08139
H -2.27543 -1.28051 -0.54269
H -1.03858 -0.74161 -1.87523
H -4.95313 0.11056 1.19981
H -3.83259 -1.15401 0.31571
H 2.04595 1.73195 2.08095
H 1.65224 0.17608 2.90989
H 3.20964 0.51187 2.76796
H 0.44882 1.14164 -1.01012
H 2.03079 2.05987 -0.55926
H 1.89628 0.91955 -1.86192
H 2.73464 -1.51619 -1.41773
H 3.92147 -0.70580 -0.74476
H 3.38649 -2.30961 -0.11077

(2)
# C4H6N2O

The molecule C4H6N2O in a non-equilibrium geometry (ωB97M-V with the def2-TZVPD basis set, the OMol25 dataset).

## Properties
Energy above the lowest of the compared OMol25 structures with the same formula, charge and spin, kJ/mol: 399.2
SMILES string: CC1=NN=CCO1
Kohn-Sham gap, eV: 9.12
LUMO level, Eh: 0.02687

CARTESIAN COORDINATES (ANGSTROEM)
C -2.24100 -0.04796 -0.13171
C -0.88107 0.02344 0.02443
C 1.75253 -0.29604 -0.16329
C 1.22862 1.14977 0.11854
H -2.64283 -0.99876 -0.38019
H -2.43819 0.77594 -0.92342
H -2.87966 0.29883 0.74733
H 2.79407 -0.12375 -0.39568
H 1.53821 1.81512 -0.68745
H 1.62516 1.57693 1.13301
N -0.28034 -1.11841 0.34835
N 1.04224 -1.38624 -0.12824
O -0.31056 1.15163 -0.01527

(3)
# C22H17B2Cl4F6O3S

The ion C22H17B2Cl4F6O3S with charge -1 in a non-equilibrium geometry (ωB97M-V with the def2-TZVPD basis set, the OMol25 dataset).

## Properties
Total charge: -1
Energy above the lowest of the compared OMol25 structures with the same formula, charge and spin, kJ/mol: 233.0
Kohn-Sham gap, eV: 6.57
LUMO level, Eh: 0.04561

CARTESIAN COORDINATES (ANGSTROEM)
Cl 2.36072 2.10858 -0.36794
B 2.00937 0.30101 -0.04065
Cl 1.19712 -0.41406 -1.56321
Cl 3.55840 -0.69695 0.17635
O 1.25719 0.26148 1.16911
C 0.35195 -0.66577 1.58609
C -1.00841 -0.52696 0.88361
C -1.79699 -1.61965 0.51302
C -2.97014 -1.40949 -0.24159
C -3.28125 -0.13846 -0.73735
Cl -4.61362 0.11129 -1.79367
C -2.42821 0.92778 -0.42388
C -1.32043 0.73386 0.37764
H 0.73571 -1.69927 1.71511
H -1.46099 -2.65689 0.74372
H -3.63108 -2.23229 -0.47676
H -2.62198 1.90469 -0.82702
H -0.57026 1.50344 0.50070
C 0.57163 -0.05283 8.99954
C 0.56983 -0.50706 7.56014
C 0.47698 -1.82065 7.16408
C 0.54434 -2.05750 5.75564
C 0.71406 -0.91873 4.98505
B 0.12812 -0.51075 3.18729
C 1.74788 -0.73417 3.60136
C 2.65964 0.36419 3.58013
C 4.02815 0.18867 3.53198
C 4.98554 1.35506 3.54235
F 5.59754 1.52115 2.31473
F 4.35701 2.52811 3.85414
F 5.99195 1.15457 4.46159
C 4.59044 -1.08641 3.45224
C 3.72659 -2.17284 3.37869
C 4.37081 -3.52841 3.25637
F 3.46223 -4.54994 3.29612
F 5.08174 -3.64757 2.07389
F 5.27657 -3.72639 4.27926
C 2.35659 -2.01588 3.41893
O -0.93128 -1.48431 3.29321
C -2.10691 -0.73397 3.66416
C -1.72933 0.76184 3.63504
O -0.31221 0.83005 3.36022
S 0.68136 0.44407 6.08949
H 0.54534 -0.89181 9.70860
H 1.46157 0.53773 9.28558
H -0.29211 0.56828 9.24759
H 0.39358 -2.60503 7.91413
H 0.51425 -3.06138 5.34032
H 2.29059 1.39974 3.62056
H 5.66773 -1.23366 3.42027
H 1.72231 -2.90013 3.35509
H -2.94438 -0.93311 2.95207
H -2.30714 -1.09522 4.68013
H -2.26347 1.30042 2.82820
H -1.92770 1.22175 4.61698

(4)
# C22H35Cl3FN7O2PRuSSi

A structure of composition C22H35Cl3FN7O2PRuSSi in a non-equilibrium geometry (ωB97M-V with the def2-TZVPD basis set, the OMol25 dataset).

## Properties
Total charge: -1
Kohn-Sham gap (spin up / spin down), eV: 7.12 / 7.09
LUMO level (spin up / spin down), Eh: 0.09175 / 0.09175

CARTESIAN COORDINATES (ANGSTROEM)
Ru -0.98499 0.31626 1.64182
O -2.42829 -1.06774 0.37832
N -2.95689 -0.84154 -0.78488
C -3.33609 -1.89414 -1.53548
C -3.87999 -1.73904 -2.78388
C -4.03629 -0.45144 -3.30268
C -3.66969 0.62176 -2.52468
C -3.14729 0.44586 -1.23788
S -2.77589 1.74736 -0.21778
H -3.18979 -2.85784 -1.07138
H -4.19039 -2.60934 -3.34058
H -4.44559 -0.29944 -4.28968
H -3.80009 1.63786 -2.85718
Cl -2.97859 3.23126 3.49882
Si -1.06999 2.34026 3.01242
Cl -0.33579 2.24776 5.02232
Cl -0.04929 4.08486 2.37102
N 0.11931 -3.08684 0.76592
C 1.38541 -3.14004 0.24772
C 1.92801 -2.03514 -0.41858
C 3.14811 -2.12544 -1.05048
C 3.87251 -3.30904 -1.03678
C 3.34841 -4.40554 -0.37548
C 2.12751 -4.32714 0.26482
H -0.06709 -3.70704 1.53902
H -0.26119 -2.15284 0.90572
H 1.39521 -1.09444 -0.39998
H 3.54181 -1.26284 -1.57058
H 4.83691 -3.37454 -1.52368
H 3.89621 -5.33884 -0.36758
H 1.74091 -5.19124 0.78812
C 2.87461 1.28746 1.06012
N 2.87691 1.54856 -0.36738
C 4.20061 1.53786 -0.93418
P 1.41201 1.69046 -1.14548
O 0.29021 1.29566 -0.29278
N 1.40071 0.76656 -2.55778
C 0.34131 -0.18634 -2.78708
C 2.17141 1.11236 -3.72068
N 1.28051 3.29206 -1.63698
C 0.02031 3.63996 -2.24698
C 2.32661 4.26126 -1.78538
H 3.38291 2.09106 1.60192
H 3.37441 0.33866 1.28032
H 1.84841 1.22366 1.42392
H 4.83211 2.28816 -0.43738
H 4.17671 1.75576 -1.99708
H 4.67031 0.55766 -0.78868
H -0.28509 -0.22924 -1.89888
H 0.74681 -1.18514 -2.98318
H -0.28439 0.11606 -3.63678
H 2.82631 1.95086 -3.49258
H 1.52211 1.40816 -4.55498
H 2.78341 0.26546 -4.05408
H -0.73599 2.93096 -1.91238
H 0.07171 3.62916 -3.34418
H -0.27969 4.63946 -1.92508
H 3.18041 3.96856 -1.17988
H 1.96551 5.23506 -1.43818
H 2.64781 4.37356 -2.83278
N -4.15019 0.03696 2.70562
C -3.46949 -0.66364 3.64342
C -4.07469 -1.08694 4.83762
C -3.35289 -1.85934 5.71832
C -2.04189 -2.20314 5.39942
C -1.51779 -1.74334 4.20722
N -2.20619 -0.99954 3.35082
H -4.92559 0.60666 2.99712
H -3.56979 0.41966 1.95822
H -5.09469 -0.80204 5.04292
H -3.80169 -2.19514 6.64432
H -1.44509 -2.80664 6.06572
H -0.49789 -1.95784 3.92092
F 0.77211 -0.71084 2.34612

(5)
# F6KN3O12S6

A structure of composition F6KN3O12S6 in a non-equilibrium geometry (ωB97M-V with the def2-TZVPD basis set, the OMol25 dataset).

## Properties
Total charge: -2
Energy above the lowest of the compared OMol25 structures with the same formula, charge and spin, kJ/mol: 56.6
Kohn-Sham gap, eV: 8.97
LUMO level, Eh: 0.14865

CARTESIAN COORDINATES (ANGSTROEM)
K -1.16393 0.12915 0.52418
N -2.10672 2.58207 1.53381
S -3.37359 3.46122 1.22907
O -3.85116 4.34007 2.24604
O -4.33445 2.77868 0.41579
F -2.71584 4.45772 0.16150
S -2.26792 2.31234 3.17046
O -3.55743 1.90320 3.59591
O -1.43746 3.11539 3.97393
F -1.47735 0.91129 3.05518
N 1.75548 -3.99929 -0.70940
S 0.74640 -3.03854 -1.50512
O 0.27124 -1.97244 -0.67545
O -0.16214 -3.58821 -2.45115
F 1.82151 -2.33638 -2.41692
S 1.15252 -5.45352 -0.85673
O 1.40607 -6.06667 -2.12732
O -0.11182 -5.70179 -0.23145
F 2.19640 -6.19459 0.11320
N 1.18996 1.37835 -0.41080
S 2.72010 0.83397 -0.17582
O 3.77566 1.62413 -0.70903
O 2.88074 -0.57630 -0.17831
F 2.66114 1.16836 1.39437
S 1.23322 1.87629 -1.90470
O 1.63858 0.93642 -2.89094
O 1.49771 3.26625 -2.07716
F -0.38693 1.85284 -2.09315

(6)
# C3H9N

A cluster of 2 separate species, C3H9N in total in a non-equilibrium geometry (ωB97M-V with the def2-TZVPD basis set, the OMol25 dataset).

## Properties
Total charge: +1
Energy above the lowest of the compared OMol25 structures with the same formula, charge and spin, kJ/mol: 65.5
Spin multiplicity: 2
Expectation value of S²: 0.762
Kohn-Sham gap (spin up / spin down), eV: 10.40 / 7.02
LUMO level (spin up / spin down), Eh: -0.16646 / -0.29047

CARTESIAN COORDINATES (ANGSTROEM)
C -2.38983 3.78026 1.17283
H -3.42694 3.42845 1.15458
H -2.31226 4.39518 2.05901
H -1.78912 2.87623 1.30099
H -2.19168 4.16320 0.17978
C 2.66242 -1.94590 -0.61953
C 1.54308 -2.66920 -1.00280
N 0.28266 -2.30336 -0.84542
H 2.46913 -1.23964 0.18839
H 3.64245 -2.22006 -0.97636
H 1.78496 -3.67955 -1.33499
H 0.09868 -1.54366 -0.19671
H -0.37354 -3.04195 -1.07979

(7)
# C30H38BrN2O14

A cluster of 4 separate species, C30H38BrN2O14 in total in a non-equilibrium geometry (ωB97M-V with the def2-TZVPD basis set, the OMol25 dataset).

## Properties
Total charge: +1
Kohn-Sham gap, eV: 8.04
LUMO level, Eh: -0.11859

CARTESIAN COORDINATES (ANGSTROEM)
C -0.27151 3.90118 2.85309
C -0.40146 2.79382 1.80464
C -1.74332 2.05859 1.82800
Br -2.48072 1.80890 3.59934
N -1.70831 0.74666 1.09227
C -1.14216 -0.39142 1.90659
C -2.22197 -1.42426 2.22616
C -1.89004 -2.28358 3.47112
C -0.39469 -2.39787 3.80312
C 0.06557 -1.50212 4.96439
O 0.74968 -0.31425 4.53755
C 2.03033 -0.50557 4.13805
C 2.77810 0.78076 3.95410
O 2.51572 -1.60546 3.96260
C -1.02155 0.87436 -0.24789
N -1.48567 -0.22978 -1.06566
C -1.40060 0.12359 -2.52255
H -1.23089 4.35607 3.07303
H 0.37119 4.67490 2.43942
H 0.20511 3.54914 3.76162
H -0.34996 3.28235 0.83147
H 0.43236 2.09506 1.84462
H -2.46900 2.67328 1.30293
H -2.67035 0.51551 0.84209
H -0.39814 -0.87044 1.27510
H -0.61939 -0.01761 2.77872
H -2.35273 -2.07271 1.36365
H -3.16191 -0.90639 2.41643
H -2.47244 -1.92010 4.31405
H -2.26099 -3.28655 3.27213
H -0.20652 -3.42102 4.12381
H 0.24680 -2.24949 2.94072
H 0.64102 -2.05824 5.69641
H -0.82248 -1.13559 5.47445
H 3.55768 0.66357 3.21286
H 2.10598 1.57740 3.63687
H 3.17924 1.08742 4.91778
H 0.05223 0.84044 -0.09095
H -1.33911 1.81382 -0.68961
H -0.80001 -0.96446 -0.93766
H -1.17007 -0.78348 -3.06563
H -0.62092 0.86625 -2.69391
H -2.35898 0.51433 -2.83598
C -4.90516 -1.60008 -5.91185
C -5.38863 -2.62934 -6.62235
C -5.26076 -4.05303 -6.15096
O -5.74016 -4.92548 -6.84396
C -4.56713 -4.30583 -4.89359
C -4.08479 -3.27534 -4.19362
C -4.23345 -1.85455 -4.65954
O -3.75841 -0.98188 -3.94492
O -3.44095 -3.41219 -3.03423
O -6.00661 -2.47813 -7.78279
H -4.98888 -0.57818 -6.24247
H -4.46788 -5.33139 -4.56718
H -3.22959 -2.50558 -2.74680
H -6.25752 -3.37263 -8.08161
C -0.88099 -1.37660 -6.86063
C 0.35517 -1.72138 -7.24485
C 0.89378 -1.36597 -8.60617
O 2.03281 -1.70316 -8.85919
C 0.02776 -0.64955 -9.52618
C -1.20994 -0.30831 -9.14220
C -1.73726 -0.64190 -7.77373
O -2.86584 -0.28251 -7.49142
O -2.05776 0.34329 -9.92507
O 1.19685 -2.39011 -6.47179
H -1.27711 -1.62470 -5.88539
H 0.41799 -0.41259 -10.50566
H -2.87602 0.46417 -9.40951
H 2.01351 -2.50435 -6.99614
C 7.31553 2.28428 8.23400
C 6.14109 1.98025 7.66926
C 5.53029 2.83438 6.59176
O 4.46395 2.47443 6.11653
C 6.22972 4.03190 6.17742
C 7.40559 4.34173 6.74357
C 8.03105 3.47511 7.80532
O 9.10534 3.82152 8.25098
O 8.10345 5.41595 6.42043
O 5.42880 0.91192 8.00900
H 7.76377 1.67634 9.00682
H 5.77410 4.64585 5.41378
H 8.90822 5.39791 6.97360
H 4.63093 0.92876 7.45194

(8)
# C20H26N3O9P2RuSSe2

A structure of composition C20H26N3O9P2RuSSe2 in a non-equilibrium geometry (ωB97M-V with the def2-TZVPD basis set, the OMol25 dataset).

## Properties
Spin multiplicity: 6
Expectation value of S²: 8.794
Kohn-Sham gap (spin up / spin down), eV: 6.40 / 5.95
LUMO level (spin up / spin down), Eh: 0.00495 / -0.05387

CARTESIAN COORDINATES (ANGSTROEM)
Ru 0.02471 -0.25343 0.11266
S -3.81302 1.09944 2.26155
C -2.78469 2.48005 2.01737
C -3.06280 3.82041 2.22075
C -2.07188 4.73651 1.91632
C -0.83440 4.32325 1.42343
C -0.54929 2.98879 1.23103
C -1.53322 2.04954 1.53272
N -1.41490 0.70001 1.40704
C -2.50770 0.04627 1.72498
C -2.70125 -1.36222 1.66106
C -3.98380 -1.89935 1.85862
C -4.21344 -3.25190 1.86203
C -3.14021 -4.14337 1.72079
C -1.87699 -3.66633 1.52642
C -1.62132 -2.27438 1.42519
H -4.02510 4.13259 2.59767
H -2.26761 5.78981 2.05050
H -0.08820 5.06584 1.18559
H 0.39978 2.64842 0.83890
H -4.80643 -1.21268 2.00132
H -5.21795 -3.62719 1.97566
H -3.30811 -5.20759 1.76675
H -1.02715 -4.32098 1.39161
O 2.66121 1.29635 0.17884
C 3.99101 0.85149 0.26486
C 4.04117 -0.39813 1.15811
C 5.54516 -0.70009 1.40746
O 5.79108 -1.88150 2.11382
C 3.39471 -0.13907 2.51719
Se 1.48533 0.39515 2.57120
C 3.41081 -1.61776 0.47070
Se 1.94404 -1.33041 -0.82483
H 2.57689 2.01401 -0.45957
H 4.63776 1.63550 0.69103
H 4.37505 0.57511 -0.72819
H 6.00060 0.16378 1.91619
H 6.05133 -0.83139 0.44654
H 5.40259 -1.82419 2.99514
H 3.93151 0.65399 3.04446
H 3.43483 -1.05286 3.11776
H 2.99815 -2.30503 1.21247
H 4.17898 -2.15124 -0.09535
N -0.72298 -0.66356 -4.54307
C -1.16322 0.31021 -3.50803
C -2.20860 1.26005 -4.01243
P -1.69784 -0.84103 -2.15439
O -2.90556 -1.55969 -3.00186
O -2.28914 -0.18903 -0.96177
O -0.55960 -1.80089 -2.04508
P 0.31495 1.26718 -2.89036
O 1.43480 0.11390 -3.32652
O 0.54564 2.48480 -3.68059
O 0.25010 1.37796 -1.39668
H -1.53006 -1.21610 -4.86099
H -0.09385 -1.29176 -3.99434
H -0.22130 -0.21111 -5.31464
H -3.10690 0.73695 -4.34050
H -1.81236 1.87985 -4.81756
H -2.46759 1.91995 -3.18618
H -3.68734 -1.54891 -2.45595
H 2.27735 0.53299 -3.50240
O 0.59188 -2.69807 1.18409
N -0.37563 -1.87891 1.10145

(9)
# C33H29IN8PPbS

A structure of composition C33H29IN8PPbS (ωB97M-V with the def2-TZVPD basis set, the OMol25 dataset).

## Properties
Total charge: +3
Energy above the lowest of the compared OMol25 structures with the same formula, charge and spin, kJ/mol: 0.0
Kohn-Sham gap, eV: 6.24
LUMO level, Eh: -0.35537

CARTESIAN COORDINATES (ANGSTROEM)
Pb -0.01127 -0.18127 0.49141
N 0.78135 1.16637 4.51435
C 0.26086 1.09224 3.29111
S -0.63607 -0.40935 2.92749
N 0.45235 2.08794 2.46602
N -0.21124 1.92810 1.26555
C -1.23166 2.64930 0.94496
C -1.65790 3.83352 1.68568
C -0.72317 4.76688 2.14472
C -1.15676 5.88205 2.83575
C -2.51062 6.05333 3.10638
C -3.44120 5.11789 2.67099
C -3.02259 4.01854 1.94287
C -2.01649 2.19055 -0.24061
C -2.78098 3.08784 -0.96710
C -3.55448 2.61360 -2.01924
C -3.54482 1.26071 -2.30429
C -2.73721 0.42493 -1.54822
N -1.98612 0.87264 -0.54398
H 0.65346 0.43408 5.19138
H 1.24334 2.02097 4.79235
H 0.33130 4.62534 1.94679
H -0.44070 6.61980 3.17047
H -2.84180 6.92268 3.65844
H -4.49086 5.25085 2.89344
H -3.75096 3.29136 1.60619
H -2.76937 4.13628 -0.70619
H -4.16558 3.29415 -2.59744
H -4.15502 0.84925 -3.09632
H -2.70236 -0.64057 -1.74290
N 0.00537 -1.49430 -2.45343
P 0.18431 -2.28457 -0.97903
C -1.08943 -3.47433 -0.72338
C -2.22572 -3.14174 0.02289
C -3.24063 -4.07051 0.16849
C -3.12308 -5.31930 -0.43245
C -1.99486 -5.65203 -1.17375
C -0.96693 -4.73629 -1.32012
C 1.81065 -2.96899 -0.85044
C 2.04391 -3.98432 0.08639
C 3.32079 -4.50079 0.22580
C 4.36016 -4.00184 -0.55164
C 4.13086 -2.98874 -1.47661
C 2.85910 -2.46539 -1.62883
C 0.44570 -0.17573 -2.72353
C 0.50580 0.29643 -4.02992
C 0.90528 1.60142 -4.23642
C 1.23140 2.41093 -3.14511
C 1.14341 1.86993 -1.88697
N 0.76529 0.59318 -1.67606
H -0.32507 -2.03106 -3.24527
H -2.31792 -2.16994 0.49935
H -4.11795 -3.82996 0.75302
H -3.91724 -6.04466 -0.31502
H -1.91510 -6.62893 -1.63063
H -0.07883 -5.00241 -1.88073
H 1.23174 -4.38402 0.68251
H 3.50378 -5.30243 0.92851
H 5.35473 -4.41454 -0.44455
H 4.94391 -2.61851 -2.08619
H 2.68865 -1.68868 -2.36354
H 0.24942 -0.35235 -4.85723
H 0.96915 1.99074 -5.24411
H 1.55664 3.43245 -3.27832
H 1.38924 2.44774 -1.00418
I 6.40291 0.26629 0.97584
C 4.43912 -0.19073 1.36024
C 3.93545 -0.98109 2.37519
N 2.60404 -1.03793 2.22101
N 2.20814 -0.31554 1.15688
C 3.31842 0.20699 0.63106
H 4.42656 -1.49389 3.18654
H 1.91924 -1.45340 2.83730
H 3.27618 0.82281 -0.25360